# 1
C46H102N10O14 | ωB97M-V/def2-TZVPD

Summary:
* total energy: -3414.620613 Ha
* charge: 0
* HOMO: -8.773 eV
* gap between HOMO and LUMO: 8.81 eV
* LUMO: 0.0014 Eh
* 2S+1: 1

Atoms and positions in Å:
C -1.93 -4.33 -3.35
O -0.94 -4.79 -3.88
N -2.12 -4.45 -2.02
C -3.43 -4.20 -1.42
C -1.23 -5.09 -1.11
H -2.79 -3.81 -3.81
H -4.20 -3.75 -2.05
H -3.42 -3.48 -0.60
H -3.78 -5.11 -0.94
H -1.49 -4.78 -0.09
H -1.46 -6.15 -1.20
H -0.17 -4.83 -1.07
C -5.32 -2.16 -3.72
O -4.38 -2.00 -4.49
N -5.57 -1.54 -2.58
C -4.80 -0.38 -2.17
C -6.81 -1.67 -1.91
H -6.12 -2.89 -3.89
H -5.57 0.39 -2.20
H -3.96 -0.05 -2.79
H -4.19 -0.49 -1.28
H -7.62 -0.98 -2.15
H -7.17 -2.69 -1.79
H -6.57 -1.39 -0.88
C -1.91 3.13 -2.68
O -2.58 2.25 -2.21
N -1.94 3.57 -3.93
C -1.25 4.85 -4.21
C -2.56 2.92 -5.09
H -1.31 3.80 -2.04
H -0.44 4.70 -4.94
H -0.83 5.41 -3.37
H -1.99 5.53 -4.62
H -3.40 3.43 -5.57
H -1.84 2.79 -5.89
H -3.07 2.04 -4.70
C 0.46 -0.08 -6.58
O 0.64 1.16 -6.56
N -0.28 -0.73 -5.65
C -0.45 -2.19 -5.81
C -0.86 -0.10 -4.49
H 0.75 -0.77 -7.39
H -1.52 -2.41 -5.87
H -0.01 -2.81 -5.03
H 0.04 -2.50 -6.73
H -0.73 0.98 -4.52
H -1.90 -0.42 -4.40
H -0.27 -0.31 -3.60
C 3.83 2.74 2.36
O 4.81 3.32 1.96
N 3.78 1.99 3.52
C 4.99 1.88 4.35
C 2.62 1.11 3.95
H 2.83 2.72 1.89
H 4.87 2.15 5.40
H 5.90 2.38 4.04
H 5.17 0.81 4.49
H 2.24 1.25 4.96
H 1.72 1.19 3.34
H 2.93 0.07 3.80
C -4.93 2.14 4.69
O -5.20 2.24 5.86
N -3.86 2.79 4.07
C -3.64 2.43 2.68
C -3.11 3.91 4.64
H -5.44 1.46 3.99
H -4.03 3.28 2.12
H -4.13 1.54 2.31
H -2.60 2.33 2.38
H -3.45 4.18 5.64
H -2.05 3.72 4.80
H -3.13 4.75 3.94
C -5.24 -4.01 1.89
O -5.82 -3.85 0.77
N -4.71 -2.98 2.59
C -4.55 -2.88 4.02
C -4.76 -1.63 1.95
H -5.14 -4.95 2.44
H -4.49 -3.78 4.63
H -5.41 -2.34 4.41
H -3.69 -2.31 4.37
H -5.09 -0.83 2.62
H -3.78 -1.25 1.66
H -5.33 -1.51 1.03
C 6.63 -1.16 -1.03
O 7.38 -0.80 -1.86
N 5.65 -0.38 -0.44
C 4.66 -0.92 0.36
C 5.65 1.09 -0.71
H 6.53 -2.24 -0.82
H 4.54 -0.25 1.21
H 4.99 -1.84 0.83
H 3.71 -1.17 -0.12
H 5.82 1.58 0.24
H 6.39 1.50 -1.39
H 4.70 1.38 -1.16
C 4.39 -3.21 -2.84
O 5.20 -4.16 -2.76
N 3.14 -3.20 -2.41
C 2.23 -2.07 -2.75
C 2.56 -4.47 -1.89
H 4.67 -2.25 -3.31
H 1.63 -2.25 -3.64
H 2.89 -1.20 -2.80
H 1.65 -1.80 -1.86
H 3.10 -5.39 -2.14
H 2.54 -4.40 -0.81
H 1.51 -4.61 -2.16
C 6.19 -3.26 2.45
O 6.05 -2.49 3.39
N 5.21 -4.01 1.92
C 5.32 -4.73 0.66
C 3.88 -3.84 2.49
H 7.10 -3.41 1.85
H 6.30 -4.52 0.24
H 4.64 -4.26 -0.04
H 5.14 -5.80 0.72
H 3.42 -4.82 2.56
H 3.89 -3.57 3.55
H 3.26 -3.09 2.00
C -0.52 -1.68 0.58
C -1.32 -0.80 -0.32
C -0.84 0.61 0.02
O 0.42 0.42 0.58
C 0.55 -0.83 1.22
H -0.05 -2.44 -0.05
H -1.09 -2.01 1.44
H -2.40 -0.91 -0.22
H -1.07 -0.97 -1.37
H -1.42 1.02 0.85
H -0.72 1.26 -0.84
H 0.44 -0.62 2.28
H 1.53 -1.30 1.17
C 0.24 4.14 1.85
C -0.32 5.48 2.19
C -0.95 5.80 0.79
O -0.11 5.24 -0.20
C 0.79 4.31 0.35
H -0.55 3.39 1.86
H 1.00 3.80 2.55
H 0.38 6.22 2.58
H -1.13 5.39 2.92
H -1.03 6.87 0.61
H -1.85 5.22 0.60
H 1.77 4.78 0.23
H 0.64 3.36 -0.17
C 3.14 4.47 -3.52
C 2.57 3.14 -3.96
C 2.44 2.42 -2.58
O 3.27 3.20 -1.73
C 4.10 4.06 -2.44
H 2.36 5.04 -3.03
H 3.58 5.08 -4.31
H 3.23 2.66 -4.68
H 1.65 3.28 -4.52
H 2.79 1.40 -2.69
H 1.41 2.37 -2.24
H 5.04 3.60 -2.75
H 4.35 4.83 -1.71
C -1.91 0.03 5.04
C -1.36 1.08 6.02
C -0.38 0.38 6.84
O 0.11 -0.58 5.93
C -0.89 -1.08 5.06
H -1.98 0.53 4.08
H -2.91 -0.32 5.30
H -2.06 1.63 6.64
H -0.90 1.90 5.46
H -0.89 -0.19 7.61
H 0.39 1.04 7.24
H -1.39 -1.93 5.53
H -0.57 -1.48 4.10

Atom charges from the Mulliken analysis, given in e for atoms 1 to 8: number 1, C, carries 0.318; number 2, O, carries -0.665; number 3, N, carries 0.409; number 4, C, carries -0.679; number 5, C, carries -0.728; number 6, H, carries 0.191; number 7, H, carries -0.011; number 8, H, carries 0.042


# 2
C46H106N4O9S5 | ωB97M-V/def2-TZVPD

Summary:
* total energy: -4702.739264 Ha
* charge: 0
* HOMO: -7.976 eV
* gap between HOMO and LUMO: 8.16 eV
* ΔE to the lowest compared entry with this formula, charge and spin: 229.1 kcal/mol
* LUMO: 0.0068 Eh
* 2S+1: 1

Atoms and positions in Å:
C -11.71 3.39 -1.51
S -11.10 3.09 0.26
O -11.67 1.71 0.63
C -9.41 2.74 -0.19
H -12.76 3.69 -1.51
H -11.38 2.64 -2.23
H -11.16 4.30 -1.76
H -8.99 1.91 0.37
H -8.81 3.65 -0.08
H -9.45 2.37 -1.21
C 3.94 8.19 0.37
S 2.77 9.58 0.71
O 3.34 10.35 1.86
C 2.96 10.54 -0.89
H 4.93 8.65 0.34
H 3.75 7.56 -0.49
H 4.05 7.60 1.28
H 2.10 11.15 -1.16
H 2.96 9.73 -1.63
H 3.91 11.07 -0.83
C -6.77 1.54 7.77
S -7.12 3.23 7.12
O -8.25 3.73 7.95
C -5.53 4.07 7.59
H -5.91 1.22 7.18
H -7.54 0.83 7.49
H -6.61 1.59 8.85
H -5.62 4.78 8.41
H -5.33 4.76 6.77
H -4.69 3.38 7.65
C 6.41 -0.29 -6.68
S 7.35 0.98 -5.81
O 6.59 0.94 -4.48
C 9.04 0.06 -5.56
H 5.98 0.05 -7.62
H 5.55 -0.52 -6.05
H 7.14 -1.09 -6.78
H 9.36 -0.29 -6.54
H 8.71 -0.70 -4.85
H 9.87 0.58 -5.08
C 7.30 0.64 1.31
S 7.88 2.31 1.17
O 7.55 2.96 2.53
C 9.70 2.04 0.95
H 7.94 -0.12 1.76
H 7.26 0.22 0.30
H 6.27 0.44 1.60
H 9.99 1.49 0.06
H 10.07 1.34 1.70
H 10.12 3.05 0.99
C -0.40 -0.18 2.45
C -0.93 0.77 1.36
C 0.13 1.08 0.25
C 0.32 -0.02 -0.81
C -1.09 -0.36 -1.51
C -2.14 -0.78 -0.48
N -2.10 0.22 0.64
O -3.21 0.16 1.56
C -3.52 -0.86 -1.19
C -1.76 -2.30 -0.07
C -1.26 2.25 1.87
H 0.24 0.19 3.25
H -0.28 -1.24 2.21
H -1.33 -0.45 2.97
H -0.10 1.92 -0.40
H 0.94 1.47 0.87
H 0.94 -0.85 -0.50
H 0.93 0.37 -1.63
H -0.93 -1.02 -2.37
H -1.55 0.50 -2.00
H -3.83 0.16 -1.38
H -3.45 -1.24 -2.21
H -4.12 -1.42 -0.47
H -0.70 -2.30 0.16
H -2.34 -2.52 0.82
H -2.02 -2.96 -0.90
H -2.08 2.42 2.57
H -1.28 2.97 1.05
H -0.36 2.61 2.38
H -3.68 0.95 1.26
C 3.36 -4.66 14.50
C 2.21 -5.08 13.74
C 1.04 -3.99 14.04
C -0.15 -4.27 13.17
C 0.17 -4.12 11.61
C 1.42 -5.03 11.20
N 2.50 -5.08 12.26
O 3.51 -5.87 11.91
C 0.89 -6.43 10.87
C 1.87 -4.35 9.86
C 1.74 -6.51 14.24
H 4.30 -5.21 14.46
H 3.05 -4.64 15.54
H 3.51 -3.60 14.30
H 0.79 -3.98 15.10
H 1.38 -3.00 13.74
H -1.05 -3.70 13.40
H -0.59 -5.24 13.39
H 0.31 -3.07 11.35
H -0.76 -4.37 11.10
H 1.18 -7.26 11.51
H -0.19 -6.49 10.73
H 1.08 -6.99 9.95
H 1.12 -4.42 9.07
H 1.99 -3.28 10.01
H 2.74 -4.77 9.35
H 0.69 -6.79 14.28
H 2.12 -6.65 15.26
H 2.31 -7.26 13.70
H 4.31 -5.34 11.88
C -2.25 9.61 -5.85
C -2.98 8.68 -6.84
C -2.56 9.19 -8.20
C -1.12 8.75 -8.57
C -0.94 7.26 -8.61
C -1.36 6.65 -7.30
N -2.59 7.30 -6.65
O -2.94 6.67 -5.43
C -1.46 5.17 -7.43
C -0.11 6.86 -6.23
C -4.49 8.92 -6.77
H -2.79 10.55 -5.74
H -1.22 9.64 -6.18
H -2.15 9.05 -4.91
H -3.15 8.80 -9.04
H -2.51 10.28 -8.24
H -0.50 9.32 -7.88
H -0.88 9.11 -9.57
H 0.09 7.06 -8.88
H -1.52 6.94 -9.48
H -0.49 4.73 -7.67
H -1.83 4.67 -6.54
H -2.13 5.02 -8.27
H -0.09 7.91 -5.92
H -0.31 6.21 -5.38
H 0.76 6.48 -6.77
H -5.01 8.99 -7.72
H -4.63 9.89 -6.30
H -4.99 8.15 -6.18
H -3.30 5.86 -5.80
C 0.99 -11.06 -6.37
C 0.64 -9.59 -6.66
C -0.56 -9.14 -5.78
C -0.86 -7.61 -5.87
C 0.42 -7.02 -5.30
C 1.62 -7.17 -6.22
N 1.79 -8.66 -6.35
O 2.95 -9.08 -6.99
C 1.42 -6.21 -7.48
C 2.78 -6.71 -5.36
C 0.33 -9.45 -8.18
H 1.37 -11.52 -7.28
H 0.15 -11.76 -6.30
H 1.62 -11.15 -5.49
H -1.53 -9.60 -5.95
H -0.22 -9.33 -4.76
H -1.70 -7.33 -5.24
H -1.17 -7.25 -6.85
H 0.61 -7.51 -4.35
H 0.50 -6.01 -4.88
H 0.45 -6.38 -7.94
H 1.72 -5.17 -7.39
H 2.05 -6.50 -8.31
H 2.57 -5.72 -4.96
H 2.96 -7.39 -4.53
H 3.66 -6.70 -6.00
H -0.35 -8.64 -8.44
H -0.25 -10.30 -8.56
H 1.22 -9.42 -8.81
H 3.42 -9.57 -6.31

Atom charges from the Mulliken analysis, given in e for atoms 1 to 8: number 1, C, carries -0.957; number 2, S, carries 0.480; number 3, O, carries -0.621; number 4, C, carries -0.805; number 5, H, carries 0.330; number 6, H, carries 0.321; number 7, H, carries 0.356; number 8, H, carries 0.332


- What is the formula in the first record?
  C46H102N10O14


- Which of these has the highest gap between HOMO and LUMO?
  C46H102N10O14


- Which formula does entry 1 have?
  C46H102N10O14